# 1
Computed, not measured: a 4-piece molecular cluster, C56H101F2N6O4P overall in a non-equilibrium geometry, with ωB97M-V/def2-TZVPD.

The geometry in XYZ format:
```
170
Properties=species:S:1:pos:R:3
P 3.303 1.143 -1.792
F 4.915 -4.090 -5.681
F 4.591 -0.863 -0.056
O -2.373 -3.715 6.506
O -5.000 1.490 4.655
O -1.811 1.473 -5.256
O -1.369 4.164 -2.043
N 3.406 -1.753 -3.429
N -4.464 2.711 4.330
N 8.542 1.602 -2.515
N -2.813 1.105 -6.122
N -3.110 -3.443 7.633
N 4.190 1.179 -3.130
C 3.670 -1.550 -0.989
C -2.020 3.219 -7.331
C -3.826 3.265 5.569
C 3.574 -2.030 -4.898
C -1.057 -3.760 -2.695
C 1.688 0.655 0.931
C -1.837 4.477 -3.384
C -1.417 -5.208 -2.117
C 8.954 0.173 -2.378
C -2.428 2.662 5.858
C 4.007 -4.220 -0.566
C -1.452 0.988 -8.269
C -4.248 -0.890 -6.656
C 7.970 3.942 -3.272
C -1.212 -2.775 9.192
C -3.840 1.903 -8.245
C 0.124 2.702 -0.009
C -1.634 -0.521 -8.308
C -1.719 -1.342 9.204
C -3.542 -2.007 7.547
C -4.249 1.645 2.034
C 8.395 2.472 -3.691
C 2.124 -1.173 -2.845
C -2.881 -0.956 -4.646
C -3.762 4.809 5.473
C -1.514 2.572 4.647
C 8.231 2.482 -1.358
C 5.827 -2.487 -2.761
C -3.285 3.846 2.418
C 4.324 -1.946 -2.445
C -2.280 -3.835 8.818
C 7.858 3.974 -1.674
C -2.523 1.747 -7.445
C 1.279 -0.236 -0.344
C -3.206 -4.146 10.020
C -1.510 -5.177 8.626
C -2.892 -0.393 -6.093
C -4.117 -1.643 6.150
C 0.412 -3.206 -2.199
C -2.222 1.845 3.508
C 0.726 -1.919 -3.117
C 7.968 -0.859 -3.199
C -1.779 -6.322 -1.498
C 3.282 -2.859 -0.099
C -0.025 4.655 -1.799
C 3.240 -5.387 -1.093
C 3.687 -3.667 -5.027
C -1.755 -1.070 -6.890
C -4.670 3.040 6.861
C 1.395 2.233 0.859
C -4.731 -1.726 8.502
C 0.288 4.329 -0.221
C 2.465 -0.522 -1.410
C -2.403 -1.017 7.879
C -3.572 2.502 3.139
C 6.838 -1.334 -2.153
H -4.386 2.803 -7.942
H -5.511 -2.485 8.395
H -3.594 -5.170 9.968
H 10.068 -0.007 -2.608
H -4.690 1.992 7.174
H -3.628 1.608 1.132
H -3.567 5.200 4.475
H -0.380 -2.828 8.480
H -0.691 -5.094 7.906
H -4.712 5.267 5.771
H 3.736 1.891 -3.747
H -4.533 -0.629 6.149
H 0.979 -1.283 0.082
H 0.635 -2.274 -4.226
H 3.706 -4.151 -3.964
H -1.988 3.691 -8.318
H -1.191 4.037 -4.230
H -2.983 5.219 6.122
H -1.008 3.287 -6.920
H -2.507 -0.785 -8.910
H -5.216 2.068 1.745
H 6.037 -3.527 -2.322
H 2.353 2.749 0.432
H -0.458 1.193 -7.852
H -0.868 2.438 0.525
H 5.159 -4.296 -0.519
H -2.178 -5.977 8.290
H 8.243 2.213 -0.244
H -2.379 0.799 3.800
H 2.156 -3.075 -0.045
H -0.604 2.024 4.915
H -2.009 5.616 -3.487
H -4.440 -1.667 9.553
H -3.359 -1.658 5.362
H -4.091 -3.517 10.093
H 4.474 -1.486 -5.360
H -5.085 -0.342 -6.214
H -1.921 3.238 6.641
H 7.790 4.874 -3.914
H 2.006 -0.212 -3.507
H 0.367 0.120 -0.943
H -1.062 -5.501 9.572
H -4.553 1.090 -8.119
H 0.122 2.274 -1.096
H 1.406 4.612 -0.082
H -0.796 -0.931 -6.373
H 1.149 -4.096 -2.363
H -0.878 -0.658 9.353
H -1.191 3.570 4.337
H -4.248 3.607 7.698
H -2.543 1.649 6.263
H -0.771 -0.980 -8.801
H -0.778 -3.005 10.172
H 2.564 -1.743 -5.404
H 6.060 -2.535 -3.889
H -2.684 3.820 -6.701
H -1.924 -0.807 -4.138
H -2.275 -7.307 -1.158
H -3.059 -2.037 -4.643
H 8.596 -1.703 -3.662
H 0.141 5.764 -2.068
H 0.268 -2.961 -1.080
H 2.825 0.495 1.136
H -1.051 -3.768 -3.845
H -1.919 -2.154 -6.940
H 0.692 4.003 -2.454
H -2.888 3.988 -3.490
H -4.319 -0.822 -7.743
H 7.588 4.843 -0.967
H -1.902 -3.022 -2.366
H -2.829 3.676 1.437
H 2.736 -4.092 -5.538
H -5.704 3.375 6.726
H -3.649 1.982 -9.319
H 7.316 -1.724 -1.171
H 7.561 -0.229 -4.087
H 8.555 2.167 -4.784
H 2.227 2.122 -1.894
H -1.651 -1.025 7.081
H -4.400 -1.951 -6.432
H -0.124 -1.149 -2.910
H 2.850 -5.416 -2.189
H -4.403 0.606 2.337
H -4.206 4.411 2.253
H -5.189 -0.756 8.283
H -1.425 1.368 -9.297
H -2.574 4.482 2.950
H -2.791 0.008 7.921
H 4.171 1.546 -0.696
H -4.925 -2.325 5.867
H -2.675 -4.044 10.971
H 6.218 -0.377 -1.896
H -0.407 4.930 0.487
H 3.623 -2.670 1.003
H 3.009 -6.287 -0.401
H 1.307 2.636 1.951
H -2.397 -1.184 10.047
H 1.155 0.192 1.859
H -3.669 -0.497 -4.039
H 8.815 -0.100 -1.253
H -1.559 1.820 2.635
```

Results
Multiplicity: 4
Highest occupied orbital energy (spin up / spin down) in eV: -9.5 / -9.5
Electronic energy in eV: -91533.9248
Total charge: +1
Maximum force in hartree/bohr: 0.138
Frontier orbital gap (spin up / spin down) in eV: 5.70 / 5.64
Relative energy (zero: lowest compared OMol25 entry of this formula, charge and spin) in eV: 7.3071
LUMO (spin up / spin down) in eV: -3.755 / -3.819
<S²>: 4.7687

=====

# 2
Computed, not measured: a 11-piece molecular cluster, C56H111F9O30 overall in a non-equilibrium geometry, with ωB97M-V/def2-TZVPD.

The geometry in XYZ format:
```
206
Properties=species:S:1:pos:R:3
F -17.267 20.914 0.666
F -8.334 9.990 5.446
F -15.952 19.828 -0.726
F -10.488 10.645 5.695
F -14.377 13.595 8.632
F -14.795 11.490 9.170
F -9.632 10.317 3.663
F -17.272 18.659 0.583
F -14.266 12.026 7.172
O -18.076 9.216 3.903
O -14.658 20.688 1.731
O -14.342 11.657 3.316
O -11.679 14.212 -0.956
O -9.156 14.620 -2.569
O -17.345 12.575 8.541
O -7.580 4.629 6.205
O -12.426 13.410 5.828
O -8.199 17.021 6.841
O -14.484 14.957 -0.363
O -14.980 1.741 0.292
O -20.515 8.703 6.397
O -9.768 18.485 7.092
O -8.986 5.867 3.542
O -13.403 15.310 -4.750
O -14.584 11.266 0.669
O -15.577 18.640 2.398
O -9.428 13.120 4.161
O -9.737 17.247 5.191
O -16.221 5.497 1.259
O -16.544 12.415 6.350
O -10.319 7.759 0.744
O -15.157 12.865 -4.863
O -8.114 12.644 5.897
O -14.913 6.835 5.040
O -13.162 8.033 4.716
O -11.778 17.204 -6.125
O -13.712 3.868 1.747
O -18.978 8.814 0.413
O -14.280 7.935 6.725
C -18.404 8.448 2.736
C -14.877 6.035 0.963
C -9.132 14.400 4.350
C -21.535 7.853 6.819
C -19.331 9.100 1.733
C -10.154 15.506 -2.291
C -12.401 13.802 0.272
C -9.815 7.617 2.075
C -16.498 8.067 7.797
C -8.697 14.528 -3.881
C -15.620 6.235 6.097
C -15.225 13.753 -3.804
C -14.762 3.301 2.287
C -7.679 14.888 3.948
C -9.264 17.526 6.299
C -9.340 10.748 4.898
C -14.901 12.390 8.172
C -9.241 6.144 2.211
C -8.604 4.504 3.913
C -14.918 17.426 4.374
C -13.900 14.592 -3.613
C -16.401 12.465 7.745
C -10.799 15.385 -0.979
C -19.080 9.553 4.766
C -15.779 15.461 -0.131
C -17.197 5.983 0.236
C -15.648 2.665 1.149
C -19.674 9.654 -0.465
C -13.104 17.417 -5.880
C -15.177 11.508 -0.653
C -10.254 17.621 9.164
C -14.678 2.248 -1.032
C -13.749 5.315 1.735
C -14.450 18.393 3.270
C -12.290 14.758 6.271
C -8.025 17.435 8.121
C -7.623 4.239 7.596
C -15.369 7.159 7.255
C -13.571 14.706 0.750
C -13.555 16.775 -4.619
C -19.878 8.337 5.186
C -14.141 7.672 5.416
C -17.724 13.029 5.668
C -9.173 18.372 8.356
C -17.392 14.469 5.558
C -11.495 8.624 0.590
C -8.889 12.230 5.072
C -16.274 12.122 -5.139
C -15.482 19.743 1.611
C -13.012 13.173 4.538
C -10.844 17.931 -5.389
C -13.307 11.639 4.361
C -8.737 4.254 5.506
C -16.541 19.777 0.510
C -15.490 10.623 1.519
C -14.702 10.335 2.872
H -14.586 12.163 -1.294
H -20.318 8.650 1.841
H -14.191 15.274 -2.815
H -22.243 7.827 5.991
H -14.850 7.110 1.141
H -8.069 5.036 8.190
H -7.875 15.874 3.527
H -17.179 12.729 -5.101
H -14.846 5.802 -0.102
H -13.090 15.393 5.891
H -17.188 7.071 0.177
H -16.286 11.259 1.906
H -16.347 11.394 -4.331
H -12.812 12.838 -0.027
H -17.618 12.511 4.715
H -16.357 3.344 0.677
H -15.632 17.969 4.993
H -13.582 17.050 -6.788
H -8.393 5.893 1.573
H -7.628 4.396 3.441
H -16.189 16.106 -0.909
H -13.946 13.731 4.476
H -9.529 14.318 -4.553
H -12.331 8.101 1.055
H -19.208 7.514 5.435
H -14.071 19.352 3.624
H -14.576 17.031 -4.333
H -8.243 3.371 7.820
H -9.178 8.429 2.424
H -11.421 15.306 5.908
H -7.467 14.265 3.079
H -14.270 2.576 2.936
H -14.616 1.494 -1.816
H -15.385 10.014 3.658
H -11.393 16.215 -0.595
H -7.817 13.912 -4.065
H -13.578 18.007 2.743
H -9.749 14.935 3.629
H -16.673 6.199 5.816
H -12.756 5.730 1.565
H -19.466 9.163 -1.416
H -18.177 15.085 5.119
H -8.968 19.183 9.054
H -16.073 12.076 -0.404
H -16.244 1.949 1.714
H -21.127 6.888 7.119
H -10.169 5.655 1.916
H -8.191 16.566 8.757
H -19.250 10.167 1.940
H -15.537 10.648 -1.219
H -10.998 15.446 -2.978
H -10.109 17.417 10.225
H -20.567 8.060 4.388
H -14.042 17.124 4.949
H -16.501 14.603 4.944
H -19.002 7.561 2.945
H -13.325 18.483 -5.941
H -22.070 8.373 7.614
H -9.651 16.472 -2.335
H -9.966 15.156 -0.315
H -12.446 14.761 7.350
H -19.719 10.304 4.300
H -8.871 3.189 5.317
H -12.376 13.623 3.775
H -6.614 4.026 7.949
H -11.941 13.429 1.188
H -9.485 14.589 5.364
H -15.069 5.344 6.398
H -10.452 16.591 8.867
H -20.756 9.711 -0.347
H -13.069 13.985 -3.255
H -16.021 11.765 -6.137
H -9.911 17.805 -5.938
H -12.427 11.125 3.975
H -16.492 14.653 0.034
H -15.801 9.656 1.125
H -16.178 8.639 8.668
H -13.132 15.658 1.048
H -8.295 15.504 -4.155
H -15.475 2.868 -1.443
H -10.652 17.621 -4.362
H -15.773 16.008 0.811
H -17.305 7.374 8.035
H -17.531 8.079 2.198
H -18.173 5.579 0.509
H -18.573 12.771 6.301
H -19.121 10.590 -0.392
H -9.572 4.895 5.787
H -16.101 14.391 -3.690
H -16.934 8.670 7.000
H -18.642 10.025 5.646
H -7.171 18.050 8.405
H -6.868 14.721 4.657
H -13.694 11.195 5.278
H -15.334 3.828 3.052
H -14.934 6.679 8.132
H -17.216 14.885 6.550
H -11.263 18.007 9.021
H -11.458 9.572 1.127
H -11.848 8.629 -0.441
H -13.047 17.077 -3.703
H -9.327 3.869 3.400
H -11.042 19.002 -5.376
H -15.452 16.532 4.054
H -13.790 2.875 -1.105
H -17.105 5.607 -0.783
H -15.378 13.132 -2.921
H -14.142 14.142 1.487
H -10.725 7.512 2.666
H -13.860 9.650 2.781
H -13.883 5.657 2.761
```

Results
Multiplicity: 2
Highest occupied orbital energy (spin up / spin down) in eV: -0.1 / -4.8
Electronic energy in eV: -145734.8305
Total charge: -1
Maximum force in hartree/bohr: 0.202
Frontier orbital gap (spin up / spin down) in eV: 1.93 / 6.65
LUMO (spin up / spin down) in eV: 1.819 / 1.818
<S²>: 0.7532